This record from the OMol25 dataset describes a cluster of 2 separate species, ClH2O3PS in total. The level of theory is the ωB97M-V functional and the def2-TZVPD basis.

Summary:
SMILES: S=P1(Cl)OO1.O

Last column: natural (NBO) charge in e.
Cartesian coordinates (Å):
S  -1.783  -1.955  -0.504  -0.39
P  -1.669  -0.094  -0.012  1.57
Cl  -1.848  1.401  -1.309  -0.18
O  -0.754  0.461  1.191  -0.50
O  -2.213  0.473  1.397  -0.50
O  2.455  -0.326  -0.299  -0.94
H  2.490  0.476  0.227  0.47
H  3.322  -0.436  -0.692  0.47

---

This record from the OMol25 dataset describes a structure of composition C7H16ClIN2O3PRh. The level of theory is the ωB97M-V functional and the def2-TZVPD basis.

Summary:
Net charge: +2
2S+1: 5

Last column: Mulliken spin population.
Cartesian coordinates (Å):
C  1.357  3.818  0.196  0.13
C  0.298  2.786  0.457  0.07
H  1.002  4.837  0.376  0.01
H  1.549  3.736  -0.874  0.00
H  2.321  3.746  0.728  0.00
O  -0.835  2.993  0.887  0.58
I  2.135  0.939  2.733  1.32
Rh  0.518  0.839  0.557  1.39
P  -0.767  -0.027  -1.432  0.04
C  -2.532  -0.535  -1.279  0.01
C  -0.805  1.568  -2.303  0.01
H  0.921  -1.110  -2.788  0.00
H  -0.683  -1.104  -3.624  0.00
H  -0.367  -2.259  -2.288  0.00
C  -0.168  -1.234  -2.651  0.00
H  0.225  1.814  -2.626  0.00
H  -1.473  1.484  -3.182  0.01
H  -3.043  -0.403  -2.229  0.00
H  -3.021  0.060  -0.514  0.00
H  -1.173  2.348  -1.610  0.01
H  -2.566  -1.587  -1.005  0.00
C  -1.158  0.611  1.370  0.03
O  -2.160  0.811  1.928  0.00
Cl  2.223  -0.466  -0.711  0.25
N  0.940  -3.266  1.339  0.02
C  0.729  -2.497  2.451  -0.01
N  0.976  -3.170  3.653  0.01
O  0.290  -1.333  2.454  0.12
H  1.428  -4.125  1.478  0.00
H  1.115  -2.780  0.489  0.00
H  1.106  -2.545  4.430  0.00
H  1.621  -3.948  3.590  0.00

---

This record from the OMol25 dataset describes a cluster of 3 separate species, C14H30BrNO7S in total. The level of theory is the ωB97M-V functional and the def2-TZVPD basis.

Summary:
SMILES: COCCN(S)C[C@H](C)Br.CCOC(=O)OC.CCOC(=O)OC

Last column: natural (NBO) charge in e.
Cartesian coordinates (Å):
C  -0.629  -1.713  0.354  -0.25
O  -1.893  -2.271  0.106  -0.54
C  -2.225  -2.426  -1.248  -0.07
C  -2.624  -1.124  -1.973  -0.27
N  -3.419  -0.218  -1.142  -0.59
S  -2.665  1.274  -0.813  0.17
C  -4.809  -0.060  -1.568  -0.25
C  -5.723  -1.215  -1.171  -0.21
C  -5.500  -1.684  0.258  -0.64
Br  -5.616  -2.742  -2.398  -0.05
H  -0.229  -2.177  1.260  0.19
H  0.063  -1.917  -0.475  0.17
H  -0.686  -0.630  0.496  0.17
H  -1.362  -2.860  -1.781  0.17
H  -3.048  -3.142  -1.286  0.20
H  -3.223  -1.411  -2.846  0.21
H  -1.735  -0.602  -2.343  0.20
H  -2.646  1.121  0.513  0.10
H  -5.199  0.799  -1.008  0.22
H  -4.912  0.163  -2.639  0.19
H  -6.752  -0.885  -1.340  0.22
H  -5.501  -0.804  0.911  0.22
H  -6.279  -2.377  0.584  0.22
H  -4.520  -2.158  0.358  0.24
C  3.201  6.650  -2.474  -0.64
C  2.743  5.897  -3.701  -0.07
O  2.747  4.473  -3.485  -0.49
C  1.696  4.000  -2.820  0.98
O  0.737  4.636  -2.465  -0.65
O  1.842  2.685  -2.688  -0.50
C  0.740  2.029  -2.051  -0.26
H  4.189  6.308  -2.164  0.21
H  3.263  7.714  -2.705  0.22
H  2.499  6.517  -1.653  0.22
H  3.432  6.031  -4.533  0.19
H  1.744  6.201  -4.008  0.20
H  -0.191  2.244  -2.568  0.20
H  0.651  2.351  -1.015  0.19
H  0.973  0.969  -2.098  0.19
C  4.851  -4.473  3.483  -0.64
C  5.126  -3.137  4.132  -0.07
O  4.258  -2.107  3.617  -0.49
C  3.034  -2.091  4.134  0.98
O  2.626  -2.795  5.021  -0.65
O  2.351  -1.103  3.558  -0.50
C  1.024  -0.929  4.063  -0.26
H  4.942  -4.396  2.400  0.21
H  5.580  -5.203  3.837  0.22
H  3.855  -4.831  3.738  0.23
H  6.123  -2.773  3.893  0.19
H  5.008  -3.185  5.213  0.20
H  1.035  -0.781  5.141  0.20
H  0.408  -1.795  3.826  0.19
H  0.645  -0.045  3.560  0.19

---

This record from the OMol25 dataset describes a cluster of 5 separate species, C30H28N6O12P in total. The level of theory is the ωB97M-V functional and the def2-TZVPD basis.

Summary:
Net charge: +1

Last column: Löwdin charge in e.
Cartesian coordinates (Å):
N  -2.294  -3.167  -0.502  -0.08
P  -2.489  -1.792  -1.118  0.48
O  -1.850  -1.519  -2.509  -0.09
O  -1.999  -0.549  -0.270  -0.09
N  -4.241  -1.454  -1.443  -0.05
C  -5.000  -0.635  -0.695  -0.02
C  -6.341  -0.478  -0.956  0.05
C  -6.911  -1.180  -2.006  -0.06
C  -8.374  -1.057  -2.386  -0.45
O  -8.777  -1.563  -3.384  0.20
O  -9.127  -0.260  -1.596  0.12
C  -6.115  -2.018  -2.774  0.07
C  -4.782  -2.140  -2.472  -0.01
H  -3.152  -3.672  -0.324  0.02
H  -1.272  -0.728  -2.505  0.06
H  -2.504  0.269  -0.263  0.09
H  -4.529  -0.130  0.135  0.14
H  -6.921  0.196  -0.343  0.14
H  -9.195  -0.596  -0.694  0.13
H  -6.541  -2.568  -3.600  0.15
H  -4.116  -2.779  -3.036  0.14
C  3.359  0.308  1.455  -0.03
C  3.147  -0.807  0.654  -0.04
C  2.300  -0.728  -0.437  0.01
C  1.677  0.484  -0.694  -0.16
C  1.871  1.610  0.091  0.01
C  2.724  1.512  1.176  -0.05
N  0.785  0.579  -1.843  -0.33
O  0.630  -0.423  -2.543  0.02
O  0.221  1.629  -2.071  0.08
H  4.029  0.249  2.303  0.12
H  3.646  -1.740  0.876  0.11
H  2.123  -1.581  -1.074  0.12
H  1.373  2.538  -0.151  0.12
H  2.909  2.368  1.808  0.09
C  1.568  1.379  -6.501  -0.07
C  2.441  1.834  -7.481  -0.06
C  3.748  2.160  -7.154  0.00
C  4.151  2.020  -5.840  -0.14
C  3.301  1.571  -4.847  0.00
C  1.997  1.249  -5.186  -0.06
N  5.543  2.358  -5.480  -0.35
O  6.265  2.773  -6.361  0.09
O  5.874  2.207  -4.322  0.08
H  0.550  1.124  -6.764  0.11
H  2.106  1.934  -8.504  0.11
H  4.444  2.517  -7.898  0.12
H  3.662  1.479  -3.833  0.12
H  1.319  0.901  -4.421  0.07
C  -1.814  -7.575  3.372  -0.07
C  -2.067  -6.683  2.337  -0.07
C  -1.744  -5.342  2.476  -0.01
C  -1.168  -4.927  3.661  -0.15
C  -0.908  -5.792  4.707  0.00
C  -1.238  -7.129  4.554  -0.06
N  -0.808  -3.505  3.815  -0.35
O  -1.053  -2.757  2.887  0.05
O  -0.285  -3.164  4.853  0.09
H  -2.064  -8.621  3.256  0.11
H  -2.513  -7.034  1.416  0.11
H  -1.936  -4.637  1.680  0.08
H  -0.456  -5.424  5.616  0.12
H  -1.042  -7.824  5.359  0.11
C  2.758  7.200  5.288  -0.07
C  2.928  6.246  6.283  -0.06
C  3.408  4.986  5.965  0.00
C  3.707  4.712  4.643  -0.15
C  3.545  5.644  3.633  0.00
C  3.064  6.899  3.967  -0.06
N  4.229  3.378  4.301  -0.34
O  4.362  2.573  5.195  0.09
O  4.499  3.156  3.132  0.04
H  2.389  8.184  5.544  0.11
H  2.692  6.484  7.311  0.11
H  3.552  4.230  6.721  0.12
H  3.800  5.392  2.615  0.12
H  2.934  7.645  3.195  0.11

---

This record from the OMol25 dataset describes a cluster of 4 separate species, C22H28F24NO6P in total. The level of theory is the ωB97M-V functional and the def2-TZVPD basis.

Summary:
SMILES: FC(F)C(F)(F)COC(F)(F)C(F)F.FC(F)C(F)(F)COC(F)(F)C(F)F.FC(F)C(F)(F)COC(F)(F)C(F)F.CC(C)CCCOC(=O)P(N)O

Last column: Löwdin charge in e.
Cartesian coordinates (Å):
F  -3.043  -0.315  3.396  0.09
C  -2.144  -0.667  2.455  -0.30
F  -0.950  -0.823  3.081  0.09
C  -1.991  0.411  1.379  -0.44
F  -1.471  1.530  1.926  0.13
F  -1.063  -0.091  0.513  0.09
C  -3.228  0.755  0.535  -0.04
O  -3.978  1.896  0.918  0.05
C  -4.974  1.825  1.849  -0.55
F  -5.264  0.561  2.197  0.15
F  -6.090  2.353  1.299  0.14
C  -4.667  2.692  3.081  -0.28
F  -3.478  2.355  3.621  0.09
F  -5.635  2.497  4.001  0.10
H  -2.436  -1.624  2.017  0.18
H  -2.837  1.015  -0.447  0.13
H  -3.863  -0.120  0.389  0.15
H  -4.634  3.746  2.801  0.17
F  5.612  -2.458  -2.910  0.10
C  4.712  -1.759  -2.196  -0.31
F  3.519  -2.392  -2.286  0.09
C  4.539  -0.336  -2.739  -0.44
F  4.000  -0.373  -3.976  0.13
F  3.615  0.230  -1.904  0.09
C  5.745  0.615  -2.714  -0.04
O  6.473  0.808  -3.912  0.05
C  7.539  0.036  -4.276  -0.55
F  7.908  -0.818  -3.308  0.16
F  8.581  0.871  -4.492  0.14
C  7.295  -0.681  -5.612  -0.29
F  6.202  -1.465  -5.545  0.10
F  8.366  -1.457  -5.883  0.10
H  5.018  -1.733  -1.147  0.17
H  5.304  1.593  -2.528  0.15
H  6.401  0.399  -1.870  0.15
H  7.164  0.055  -6.407  0.17
F  0.166  1.864  7.248  0.10
C  -1.166  1.677  7.327  -0.30
F  -1.681  2.656  8.102  0.10
C  -1.489  0.320  7.963  -0.44
F  -1.090  0.309  9.252  0.13
F  -2.851  0.242  7.954  0.10
C  -0.987  -0.948  7.253  -0.03
O  0.191  -1.565  7.744  0.05
C  1.446  -1.230  7.324  -0.55
F  1.436  -0.395  6.274  0.16
F  2.047  -2.375  6.917  0.14
C  2.316  -0.692  8.470  -0.29
F  1.761  0.399  9.026  0.10
F  3.524  -0.351  7.969  0.10
H  -1.606  1.746  6.328  0.17
H  -1.757  -1.693  7.447  0.15
H  -0.952  -0.821  6.170  0.14
H  2.442  -1.463  9.232  0.17
C  -0.270  1.363  -2.530  -0.06
C  0.480  0.418  -3.481  -0.42
C  0.757  1.085  -4.835  -0.08
C  -0.206  -0.970  -3.572  -0.15
C  -1.059  -1.229  -4.834  -0.16
C  -2.103  -2.329  -4.608  -0.16
O  -3.432  -1.777  -4.514  -0.05
C  -3.938  -1.633  -3.276  -0.62
O  -3.648  -2.318  -2.332  0.04
P  -5.171  -0.247  -2.991  0.87
N  -5.938  -0.155  -4.499  -0.18
O  -4.156  1.051  -2.919  -0.32
H  -1.292  1.543  -2.895  0.07
H  0.219  2.344  -2.499  0.08
H  -0.314  0.954  -1.517  0.06
H  1.466  0.245  -3.034  0.10
H  1.280  2.036  -4.669  0.08
H  1.431  0.469  -5.441  0.08
H  -0.152  1.313  -5.398  0.07
H  0.558  -1.750  -3.489  0.12
H  -0.877  -1.071  -2.707  0.11
H  -1.551  -0.313  -5.170  0.11
H  -0.394  -1.588  -5.628  0.12
H  -1.867  -2.909  -3.713  0.12
H  -2.113  -3.032  -5.446  0.13
H  -5.389  0.228  -5.262  0.04
H  -6.804  0.358  -4.401  0.03
H  -3.518  1.109  -3.643  0.04

---

This record from the OMol25 dataset describes a structure of composition C5H13N. The level of theory is the ωB97M-V functional and the def2-TZVPD basis.

Last column: natural (NBO) charge in e.
Cartesian coordinates (Å):
C  2.682  -1.045  0.257  -0.41
N  1.931  0.220  0.049  -0.96
C  -1.635  -0.123  0.959  -0.08
C  -1.604  0.662  -0.254  -0.31
C  -1.323  -0.723  -0.851  -0.59
C  -0.508  1.708  -0.300  -0.71
H  2.607  -1.647  -0.603  0.18
H  3.788  -0.924  0.625  0.18
H  2.107  -1.571  1.105  0.14
H  2.160  0.741  0.913  0.32
H  -2.420  -0.794  1.141  0.20
H  -1.042  0.215  1.777  0.23
H  -2.542  1.074  -0.809  0.29
H  -0.991  -0.531  -1.861  0.28
H  -0.579  -1.350  -0.342  0.27
H  -2.448  -1.261  -0.844  0.22
H  -0.340  2.104  -1.293  0.21
H  -0.514  2.467  0.454  0.21
H  0.673  0.775  -0.124  0.35

---

Here are the calculated calculated total energy numbers, same order: -38819.78659; -49541.84418; -111704.15512; -74347.77089; -111552.71908; -6877.46448 (eV).